No. 1
The following is a quantum chemistry calculation of one molecule with the formula C19H30N2O4S, from the Open Molecules 2025 dataset.

Calculated values
Lowest unoccupied orbital energy: 0.6 eV
Orbital gap: 9.539 eV
SMILES: COCCCNC(=O)CN(C1CCCCC1)S(=O)(=O)c1ccc(C)cc1

Element x y z (Å)
C  -0.0831  -3.5432  -2.4799
O  0.4760  -2.4684  -3.1893
C  -0.3762  -1.9667  -4.1967
C  0.2308  -0.6813  -4.7561
C  -0.1511  0.5494  -3.9284
N  0.1674  0.3792  -2.5330
C  1.1569  1.0355  -1.9164
O  1.8471  1.8965  -2.4263
C  1.3169  0.6228  -0.4430
N  0.1629  0.9406  0.3671
C  -0.2681  2.3332  0.4231
C  -1.5043  2.6014  -0.4365
C  -1.8767  4.0802  -0.3709
C  -2.1304  4.5040  1.0721
C  -0.8969  4.2336  1.9275
C  -0.5267  2.7540  1.8701
S  -0.8597  -0.3210  0.6882
O  -1.1012  -1.1085  -0.5003
O  -2.0111  0.1598  1.3912
C  0.1432  -1.2971  1.8003
C  0.7160  -2.4799  1.3765
C  1.5104  -3.2021  2.2506
C  1.7334  -2.7486  3.5460
C  2.5728  -3.5405  4.4995
C  1.1410  -1.5557  3.9529
C  0.3487  -0.8288  3.0840
H  -0.9292  -3.2107  -1.8664
H  0.7051  -3.9358  -1.8393
H  -0.4200  -4.3364  -3.1597
H  -0.4783  -2.7206  -4.9947
H  -1.3784  -1.7741  -3.7843
H  -0.1044  -0.5314  -5.7826
H  1.3146  -0.7987  -4.7535
H  -1.2265  0.7375  -4.0256
H  0.4009  1.4236  -4.2831
H  -0.3250  -0.3447  -2.0186
H  2.1966  1.1336  -0.0360
H  1.4738  -0.4559  -0.3876
H  0.5673  2.9240  0.0283
H  -2.3274  1.9903  -0.0650
H  -1.2987  2.3127  -1.4690
H  -2.7677  4.2611  -0.9751
H  -1.0616  4.6762  -0.7886
H  -2.3852  5.5653  1.1100
H  -2.9746  3.9378  1.4701
H  -1.0884  4.5248  2.9622
H  -0.0608  4.8332  1.5591
H  -1.3449  2.1528  2.2662
H  0.3688  2.5636  2.4665
H  0.5254  -2.8231  0.3719
H  1.9615  -4.1275  1.9240
H  1.9334  -4.1740  5.1146
H  3.1297  -2.8837  5.1634
H  3.2700  -4.1813  3.9661
H  1.3043  -1.1977  4.9588
H  -0.1230  0.0925  3.3851

Cartesian forces (eV/Å) of the 2 atoms listed first:
-0.112 -0.080 -0.004
0.159 0.174 0.002


No. 2
The following is a quantum chemistry calculation of one molecule with the formula C14H18BrN3OS, from the Open Molecules 2025 dataset.

Calculated values
Lowest unoccupied orbital energy: -0.6 eV
Orbital gap: 7.312 eV
SMILES: CCN(CC)CCn1c(=S)[nH]c2ccc(Br)cc2c1=O

Element x y z (Å)
C  -0.6241  0.4884  4.7806
C  0.3874  0.6474  3.6606
N  -0.3514  -0.3676  2.6391
C  -1.3190  0.3844  1.7492
C  -1.9907  -0.5506  0.7947
C  0.4537  -1.2385  1.9473
C  1.7768  -0.4792  0.9499
N  1.2489  -0.3933  -0.4979
C  1.4785  -1.7845  -1.2559
S  2.1669  -3.0678  -0.5628
N  0.9806  -1.3739  -2.4394
C  0.4598  -0.5504  -3.1981
C  0.1356  -0.4378  -4.4409
C  -0.5950  0.5562  -4.9820
C  -0.7098  1.9136  -4.2724
Br  -1.2901  3.2406  -5.1924
C  -0.2562  1.8411  -2.9464
C  0.4409  0.7103  -2.5393
C  0.7283  0.6492  -1.0094
O  0.8499  1.7859  -0.2722
H  -0.8238  -0.4171  5.0379
H  -1.4268  1.0600  4.4442
H  -0.0170  1.0900  5.5952
H  0.7134  1.5370  3.2150
H  1.0697  -0.1919  3.8469
H  -0.7695  1.2010  1.2361
H  -1.8420  0.7180  2.3439
H  -2.8119  0.1564  0.5129
H  -2.4862  -1.3693  1.3624
H  -1.5553  -0.7772  0.0833
H  0.1868  -1.8771  1.2309
H  1.1004  -1.8656  2.6291
H  1.7093  0.6920  1.3101
H  2.7287  -1.0934  0.8572
H  1.0839  -2.4210  -3.1039
H  0.4003  -1.4335  -5.0907
H  -0.9277  0.4557  -6.0575
H  -0.3030  2.5621  -2.3652

Cartesian forces (eV/Å) of the 2 atoms listed first:
4.817 8.706 0.335
-2.216 -7.815 -1.182


No. 3
The following is a quantum chemistry calculation of C35H58BiOP2 as an isolated structure, from the Open Molecules 2025 dataset.

Calculated values
Lowest unoccupied orbital energy (spin up / spin down): -4.6 / -4.6 eV
Orbital gap (spin up / spin down): 5.097 / 4.972 eV
Net charge: +1

Element x y z (Å)
Bi  -0.9722  -0.2522  -1.2802
C  -0.5700  3.2916  -0.1939
C  -1.8407  3.2203  0.4404
C  -0.2740  2.3972  1.9068
C  0.3992  2.7673  0.7093
C  -1.6568  2.6790  1.7401
C  -0.3163  3.8231  -1.5497
H  -0.9232  3.3081  -2.3136
H  0.7398  3.7149  -1.8202
H  -0.5701  4.8938  -1.6053
C  1.8449  2.6143  0.4641
H  2.0870  2.7276  -0.5986
H  2.1900  1.6246  0.8040
H  2.4264  3.3639  1.0265
C  0.3768  1.8397  3.1070
H  0.9110  2.6209  3.6731
H  1.1208  1.0770  2.8238
H  -0.3568  1.3821  3.7803
C  -2.7123  2.4893  2.7556
H  -2.8507  3.3967  3.3649
H  -2.4552  1.6729  3.4407
H  -3.6776  2.2622  2.2863
C  -3.1253  3.6575  -0.1432
H  -3.3510  4.7030  0.1229
H  -3.9573  3.0409  0.2220
H  -3.1046  3.5963  -1.2395
C  -0.8686  -1.1420  -3.2260
C  -1.8203  -0.5281  -4.2290
C  -3.0120  0.2434  -3.7038
C  -3.7795  -0.5201  -2.5944
C  -3.0384  -0.5798  -1.2619
C  -2.6460  -2.0064  -0.7272
C  -1.5297  -2.8976  -1.4153
C  -1.2925  -2.6190  -2.9039
H  -3.7178  0.4042  -4.5390
H  -4.0433  -1.5280  -2.9558
H  -2.7236  1.2469  -3.3467
H  -2.1948  -2.9101  -3.4635
H  0.1986  -1.0913  -3.5065
H  -2.2251  -1.3751  -4.8302
H  -0.4884  -3.2881  -3.2518
H  -0.5849  -2.8393  -0.8447
H  -3.5529  -2.5748  -1.0040
H  -1.8675  -3.9390  -1.2938
H  -4.7416  -0.0052  -2.4218
H  -3.5371  0.0107  -0.4811
P  -1.4460  0.2501  -6.2335
C  0.3667  -0.0103  -6.2589
C  -1.3338  2.0158  -5.7297
P  -4.0434  -2.7897  1.7427
C  -2.5393  -2.0823  0.8333
C  -5.3616  -1.7173  1.0213
C  -4.3495  -4.3228  0.7574
H  0.7704  -0.1130  -5.2458
H  0.8242  0.8428  -6.7752
H  0.5666  -0.9228  -6.8321
H  -2.3062  2.4955  -5.8948
H  -0.5897  2.5048  -6.3713
H  -1.0501  2.1137  -4.6728
H  -4.3323  -4.1760  -0.3290
H  -5.3391  -4.6965  1.0516
H  -3.5974  -5.0716  1.0367
H  -1.6959  -2.7290  1.1300
H  -2.3724  -1.0818  1.2679
H  -5.4897  -0.8607  1.6954
H  -6.2994  -2.2850  1.0030
H  -5.1300  -1.3532  0.0123
C  1.7466  -3.0116  1.9750
C  3.0893  -2.9358  1.2396
C  2.8674  -2.5152  -0.2169
C  4.1148  -2.0323  1.9246
C  5.3976  -2.4727  2.1674
C  6.3616  -1.6378  2.7403
C  6.0379  -0.3231  3.0898
C  4.7709  0.1830  2.8767
C  4.3736  1.5871  3.3226
C  3.9312  1.5887  4.7878
C  5.4778  2.6204  3.0983
C  3.7622  -0.6616  2.2489
O  2.6175  -0.2102  1.9634
H  1.2517  -2.0349  1.9395
H  1.9033  -3.2851  3.0235
H  1.1035  -3.7693  1.5113
H  3.5334  -3.9416  1.2419
H  2.2067  -3.2244  -0.7302
H  3.8223  -2.4826  -0.7539
H  2.4160  -1.5151  -0.2487
H  5.6556  -3.5016  1.9002
H  7.3663  -2.0140  2.9186
H  6.7960  0.3193  3.5461
H  3.5083  1.8719  2.7087
H  4.7620  1.2765  5.4352
H  3.6088  2.5907  5.0960
H  3.0985  0.8915  4.9362
H  5.8192  2.5993  2.0572
H  5.0964  3.6256  3.3131
H  6.3348  2.4300  3.7558

Cartesian forces (eV/Å) of the 2 atoms listed first:
2.375 2.407 1.660
1.132 -1.151 0.584


No. 4
The following is a quantum chemistry calculation of a 2-piece molecular cluster, C6H16O2 overall, from the Open Molecules 2025 dataset.

Calculated values
Lowest unoccupied orbital energy: 0.6 eV
Orbital gap: 10.823 eV
SMILES: CC[C@@H](C)CCO.O

Element x y z (Å)
C  2.4371  -1.1623  -0.0345
C  1.3528  -0.4299  -0.7886
C  0.2477  0.2244  0.0817
C  0.9091  1.2092  1.0500
C  -0.7350  0.9735  -0.8132
C  -1.4815  0.2313  -1.8867
O  -2.8836  0.6079  -1.9484
H  3.3671  -1.3326  -0.5686
H  2.1170  -2.1189  0.3938
H  2.6960  -0.6526  0.9075
H  1.7668  0.3664  -1.4082
H  0.8781  -1.1850  -1.4293
H  -0.2510  -0.5510  0.6653
H  1.6861  1.8492  0.6123
H  1.2839  0.8847  2.0130
H  0.1716  2.0095  1.2355
H  -0.2174  1.8934  -1.1096
H  -1.4954  1.3976  -0.1356
H  -1.0686  0.5536  -2.8450
H  -1.5165  -0.8496  -1.7836
H  -3.3984  -0.0742  -1.4975
O  -1.6275  -1.4358  2.9735
H  -2.1182  -1.7309  3.7376
H  -2.1206  -0.6777  2.5786

Cartesian forces (eV/Å) of the 2 atoms listed first:
0.288 -0.073 1.792
-0.744 -0.565 -0.052


Quick rundown of ΔE to the lowest compared entry with this formula, charge and spin, same order as above: 12.7, 313.5, 0.0, 17.5 kcal per mole
Quick rundown of E_tot, same order as above: -42195.59100, -102193.31488, -63689.77968, -10575.78322 eV